Molecular formula: C5H35N2O11
Method: DFT, ωB97M-V with the def2-TZVPD basis set

Results
frontier orbital gap: 9.642 eV
E_HOMO: -12.067 eV
LUMO energy: -2.43 eV
net charge: +1
relative energy (zero: lowest compared OMol25 entry of this formula, charge and spin): 5.190 eV

```
53
C5H35N2O11 (ωB97M-V with the def2-TZVPD basis set)
N 2.062 1.663 -0.185
C 0.578 1.391 -0.562
C 0.417 1.709 -2.013
C 0.186 -0.126 -0.266
N -0.908 -0.108 0.646
C -1.418 -1.292 1.360
C -2.578 -1.951 0.514
O -2.064 -2.410 -0.759
H 2.177 2.662 -0.066
H 2.017 1.418 0.914
H 2.773 1.237 -0.745
H 0.060 2.131 0.056
H -0.453 2.335 -2.342
H 1.256 2.174 -2.504
H 0.086 0.756 -2.497
H 0.949 -0.794 0.103
H 0.026 -0.537 -1.254
H -1.674 0.326 0.282
H -1.775 -1.011 2.388
H -0.636 -2.064 1.457
H -3.213 -2.823 0.943
H -3.209 -1.130 0.172
H -1.386 -3.169 -0.594
H 0.450 -2.353 -2.102
H 1.284 -3.341 -1.233
O 0.387 -3.022 -1.455
H 0.420 -1.784 -4.447
H -0.650 -1.090 -3.466
O 0.246 -1.455 -3.514
H -1.789 -1.020 -1.789
H -2.888 -1.219 -3.041
O -2.158 -0.568 -2.755
H -2.584 3.343 0.985
H -2.533 2.851 2.334
O -1.983 2.889 1.632
H 2.841 -1.421 -1.432
H 3.460 -1.343 0.042
O 3.265 -0.739 -0.717
H 3.479 -2.640 1.778
H 2.067 -3.090 1.821
O 2.720 -2.809 1.148
H -0.184 0.820 2.472
H 0.547 1.471 3.653
O 0.324 0.553 3.343
H 1.684 3.862 2.283
H 0.303 3.481 1.869
O 1.206 3.180 1.871
H -3.719 2.075 -1.932
H -3.778 1.069 -0.755
O -3.470 2.014 -0.965
H 1.556 0.725 2.629
H 2.989 0.141 2.623
O 2.634 0.953 2.668
```

=====

Molecular formula: C5H35N3O10
Method: DFT, ωB97M-V with the def2-TZVPD basis set

Results
frontier orbital gap: 8.147 eV
E_HOMO: -8.450 eV
LUMO energy: -0.30 eV
relative energy (zero: lowest compared OMol25 entry of this formula, charge and spin): 7.171 eV
SMILES string: NCCCCNCN.O.O.O.O.O.O.O.O.O.O

```
53
C5H35N3O10 (ωB97M-V with the def2-TZVPD basis set)
C 0.953 -0.970 -1.390
C 0.260 -1.025 0.097
C 1.383 -1.013 1.180
C 0.889 -0.362 2.473
N 0.513 1.139 2.190
C 1.402 2.160 2.551
N 1.973 2.824 1.507
N 1.136 0.571 -1.557
H 0.468 -1.380 -2.336
H 1.967 -1.506 -1.318
H -0.325 -1.994 0.148
H -0.482 -0.120 0.101
H 1.714 -2.050 1.378
H 2.287 -0.472 0.982
H 0.117 -0.825 3.146
H 1.925 -0.239 2.951
H -0.487 1.331 2.371
H 0.916 2.897 3.202
H 2.326 1.660 2.985
H 2.410 2.172 0.757
H 1.222 3.427 1.187
H 2.032 0.717 -1.886
H 0.913 0.906 -0.593
H -2.993 0.341 -1.107
H -2.592 -0.946 -0.566
O -2.640 -0.044 -0.214
H 3.920 0.005 1.715
H 4.313 -1.276 1.367
O 4.710 -0.466 1.428
H -1.949 -0.070 1.404
H -3.237 0.384 1.983
O -2.302 -0.148 2.271
H -4.348 2.539 -0.291
H -3.133 2.394 0.688
O -4.097 2.725 0.735
H -2.705 -2.456 1.432
H -3.780 -2.559 0.178
O -3.141 -2.928 0.796
H 0.214 -4.075 -1.156
H 0.499 -4.612 0.115
O 0.887 -4.160 -0.526
H 4.781 -0.287 -0.910
H 4.469 0.469 -2.184
O 4.145 0.388 -1.277
H -2.344 1.814 -2.409
H -3.362 1.593 -3.174
O -3.314 1.573 -2.197
H 1.784 2.386 -3.298
H 0.481 1.538 -3.035
O 0.822 2.470 -3.405
H -1.995 -2.288 -3.740
H -2.915 -2.640 -2.473
O -2.168 -2.067 -2.869
```